Entry 1:
DFT (wB97M-V/def2-TZVPD) results for C38H29CdCl4N7O3S2 as an isolated structure.

```
! RIJCOSX wB97M-V def2-TZVPD def2/J DEFGRID3
* xyz 0 1
Cd -0.094 0.160 -0.785
N 2.333 -3.830 0.004
C 3.031 -3.760 1.227
C 3.453 -4.924 1.849
C 4.138 -4.870 3.057
C 4.384 -3.649 3.658
C 3.948 -2.480 3.043
C 3.290 -2.529 1.828
S 2.778 -1.006 1.042
N 1.633 -1.583 -0.018
C 1.552 -2.780 -0.435
C 0.582 -3.028 -1.530
C 0.742 -4.065 -2.442
C -0.125 -4.145 -3.520
C -1.128 -3.199 -3.648
C -1.231 -2.214 -2.679
N -0.404 -2.135 -1.643
H 2.053 -4.752 -0.281
H 3.259 -5.883 1.381
H 4.471 -5.787 3.524
H 4.912 -3.599 4.600
H 4.133 -1.516 3.501
H 1.558 -4.769 -2.349
H -0.004 -4.924 -4.261
H -1.802 -3.210 -4.492
H -1.992 -1.443 -2.720
N 0.477 3.388 2.268
C 1.353 4.335 1.686
C 2.343 4.915 2.459
C 3.213 5.847 1.906
C 3.103 6.180 0.569
C 2.123 5.584 -0.216
C 1.242 4.679 0.344
S -0.032 3.930 -0.640
N -0.454 2.579 0.257
C -0.175 2.452 1.490
C -0.604 1.217 2.190
C -1.117 1.256 3.484
C -1.490 0.069 4.090
C -1.298 -1.124 3.410
C -0.788 -1.067 2.126
N -0.474 0.072 1.521
H 0.774 3.066 3.174
H 2.429 4.645 3.506
H 3.983 6.289 2.523
H 3.777 6.900 0.124
H 2.046 5.829 -1.268
H -1.247 2.202 3.993
H -1.919 0.073 5.084
H -1.538 -2.075 3.865
H -0.610 -1.967 1.551
O -2.426 1.121 -2.160
C -3.844 1.192 -2.226
C -4.467 1.883 -1.015
C -4.043 1.223 0.302
C -4.493 -0.213 0.342
C -5.763 -0.528 0.827
C -6.190 -1.843 0.825
C -5.340 -2.816 0.323
C -4.097 -2.418 -0.138
N -3.672 -1.156 -0.126
H -2.066 2.008 -2.269
H -4.216 0.169 -2.306
H -4.145 1.728 -3.133
H -5.557 1.841 -1.104
H -4.163 2.933 -1.013
H -4.501 1.759 1.136
H -2.960 1.278 0.391
H -6.398 0.261 1.210
H -7.168 -2.103 1.209
H -5.636 -3.856 0.297
H -3.397 -3.147 -0.532
Cl 3.982 1.612 -6.048
C 3.328 1.530 -4.450
C 4.072 1.958 -3.364
Cl 5.650 2.627 -3.599
C 3.541 1.846 -2.075
Cl 4.448 2.393 -0.701
C 2.278 1.306 -1.826
O 1.800 1.177 -0.613
C 1.484 0.901 -2.964
O 0.262 0.445 -2.798
C 2.045 1.018 -4.236
Cl 1.064 0.519 -5.576
*
```

Properties
E_LUMO in Eh: -0.01165
E in Ha: -4879.4187
Relative energy (zero: lowest compared OMol25 entry of this formula, charge and spin) in kcal/mol: 18.7
M in g/mol: 950.05

---

Entry 2:
DFT (wB97M-V/def2-TZVPD) results for C38H30AsF5NPReS as an isolated structure in a non-equilibrium geometry.

```
! RIJCOSX wB97M-V def2-TZVPD def2/J DEFGRID3
* xyz 2 4
Re -0.743 -1.289 -0.060
S -2.656 -1.771 1.075
C -3.900 -0.535 0.796
C -5.178 -0.831 0.960
C -6.202 0.120 0.825
C -5.863 1.387 0.270
C -4.507 1.706 0.094
C -3.535 0.720 0.323
As -1.666 1.144 0.034
C -1.189 1.609 1.806
C 0.101 2.114 2.001
C 0.587 2.303 3.239
C -0.223 2.087 4.370
C -1.522 1.635 4.263
C -1.944 1.336 2.963
C -1.414 2.643 -1.113
C -1.094 2.595 -2.477
C -0.942 3.805 -3.085
C -1.100 5.037 -2.442
C -1.546 4.993 -1.141
C -1.590 3.843 -0.436
H -5.468 -1.855 1.317
H -7.190 -0.236 0.897
H -6.513 2.159 0.063
H -4.341 2.727 -0.176
H 0.803 2.278 1.155
H 1.562 2.717 3.482
H 0.189 2.182 5.368
H -2.188 1.499 5.085
H -2.992 1.052 2.900
H -0.902 1.734 -3.053
H -0.724 3.688 -4.154
H -0.770 5.937 -2.899
H -1.726 5.861 -0.506
H -1.748 3.804 0.630
N 0.068 -3.212 0.873
C 0.917 -2.485 1.783
C 0.791 -2.548 3.159
C 1.580 -1.825 3.989
C 2.587 -0.988 3.459
C 2.781 -0.973 2.069
C 1.924 -1.681 1.215
P 1.802 -1.215 -0.576
C 2.359 -2.574 -1.564
C 2.304 -2.381 -2.981
C 2.653 -3.434 -3.852
C 2.865 -4.706 -3.326
C 2.790 -4.963 -1.964
C 2.586 -3.904 -1.098
C 2.873 0.204 -0.823
C 4.212 0.082 -0.377
C 5.034 1.185 -0.300
C 4.507 2.455 -0.706
C 3.272 2.551 -1.282
C 2.408 1.462 -1.272
H -0.657 -3.762 1.359
H 0.626 -3.825 0.231
H -0.015 -3.159 3.641
H 1.416 -1.918 5.031
H 3.281 -0.518 4.184
H 3.578 -0.309 1.734
H 1.955 -1.423 -3.437
H 2.827 -3.215 -4.881
H 3.091 -5.552 -3.944
H 3.136 -5.980 -1.726
H 2.698 -4.151 -0.023
H 4.642 -0.997 -0.202
H 6.043 1.115 0.030
H 5.121 3.339 -0.593
H 2.939 3.592 -1.596
H 1.336 1.633 -1.535
F -0.462 -1.311 -2.866
C -1.184 -2.066 -1.936
F -0.673 -3.322 -2.023
C -2.635 -1.907 -2.484
F -3.371 -2.908 -2.056
F -3.164 -0.790 -1.928
F -2.711 -1.817 -3.780
*
```

Properties
E_LUMO (alpha / beta) in Eh: -0.23423 / -0.28590
E in Ha: -5073.1236
Expectation value of S²: 3.784
M in g/mol: 919.83

---

Entry 3:
DFT (wB97M-V/def2-TZVPD) results for C38H31Cl2FN5O8S6SbZr as an isolated structure in a non-equilibrium geometry.

```
! RIJCOSX wB97M-V def2-TZVPD def2/J DEFGRID3
* xyz -2 1
Zr -1.088 -0.550 -1.020
C -5.433 1.459 4.883
C -4.334 2.440 4.482
C -3.621 2.964 5.730
C -2.634 4.047 5.327
C -1.705 3.515 4.273
C -0.424 4.049 4.158
C 0.428 3.567 3.183
F 1.689 4.065 3.141
C 0.033 2.614 2.277
C -1.263 2.087 2.360
C -1.722 1.166 1.342
O -1.089 1.044 0.239
C -2.936 0.479 1.650
C -3.671 0.841 2.736
N -3.352 1.874 3.565
C -2.122 2.499 3.409
C -3.494 -0.632 0.775
O -4.452 -1.274 1.190
O -2.953 -0.755 -0.370
H -6.056 1.935 5.637
H -5.009 0.551 5.306
H -6.069 1.200 4.041
H -4.810 3.297 3.976
H -3.091 2.143 6.219
H -4.363 3.361 6.426
H -2.067 4.395 6.193
H -3.182 4.905 4.919
H -0.092 4.819 4.836
H 0.694 2.234 1.519
H -4.560 0.269 2.943
N 4.777 -5.378 -1.161
C 3.828 -4.507 -0.634
C 3.456 -4.598 0.709
C 2.565 -3.690 1.248
C 2.036 -2.687 0.456
C 2.430 -2.563 -0.862
C 3.316 -3.471 -1.411
S 0.888 -1.473 1.115
O 1.156 -1.329 2.528
O 1.122 -0.267 0.339
N -0.656 -1.821 0.832
C -1.020 -3.088 0.660
N -0.208 -4.088 1.050
C -0.583 -5.314 0.749
C -1.782 -5.615 0.127
C -2.583 -4.519 -0.170
N -2.214 -3.283 0.067
H 4.816 -6.274 -0.701
H 4.750 -5.448 -2.167
H 3.872 -5.391 1.317
H 2.263 -3.742 2.282
H 2.049 -1.750 -1.459
H 3.610 -3.377 -2.447
H 0.124 -6.087 1.034
H -2.068 -6.627 -0.114
H -3.561 -4.628 -0.628
S 0.333 2.208 -5.817
Sb -1.558 2.988 -4.652
S -1.429 2.356 -2.173
S -2.531 0.739 -2.660
S -0.963 5.236 -4.542
O 0.421 0.191 -2.013
S 0.668 1.154 -3.170
C 2.328 0.467 -3.551
C 2.730 0.080 -4.815
C 3.970 -0.522 -4.978
C 4.798 -0.740 -3.888
C 4.390 -0.344 -2.624
C 3.155 0.254 -2.458
C 1.420 2.638 -2.467
C 1.450 2.757 -1.087
C 1.917 3.923 -0.509
C 2.337 4.971 -1.314
C 2.323 4.836 -2.691
C 1.877 3.663 -3.276
H 2.087 0.278 -5.659
H 4.296 -0.822 -5.965
H 5.759 -1.223 -4.015
H 5.030 -0.501 -1.765
H 2.815 0.541 -1.473
H 1.081 1.933 -0.489
H 1.944 4.030 0.565
H 2.662 5.897 -0.861
H 2.635 5.654 -3.323
H 1.871 3.563 -4.349
Cl -0.713 -1.246 -4.240
C -1.443 -2.743 -3.660
Cl -2.924 -2.328 -2.778
C -0.461 -3.268 -2.567
O -0.046 -4.408 -2.648
O -0.215 -2.385 -1.701
H -1.648 -3.422 -4.490
*
```

Properties
E_LUMO in Eh: 0.11342
E in Ha: -6039.3397
Relative energy (zero: lowest compared OMol25 entry of this formula, charge and spin) in kcal/mol: 108.7
M in g/mol: 1180.98

---

- M of number 2 (C38H30AsF5NPReS)?
  919.83 g/mol